1.
Entry from the OMol25 dataset: a structure of composition C13H26AsCuN3 at a distorted geometry (ωB97M-V with the def2-TZVPD basis set).

Atoms and positions in Å:
Cu (-0.055934, 0.523625, 1.086710)
N (0.610720, 1.061658, 2.928392)
C (-0.527459, 1.452488, 3.847818)
C (-1.764989, 1.845883, 3.046541)
N (-1.918306, 0.961629, 1.872703)
H (1.170045, 0.259569, 3.284568)
H (1.227603, 1.818885, 2.761139)
H (-0.261078, 2.306967, 4.450103)
H (-0.756042, 0.600150, 4.509766)
H (-1.689388, 2.865666, 2.717673)
H (-2.651753, 1.790024, 3.676045)
H (-2.401591, 1.438680, 1.085147)
H (-2.448137, 0.094343, 2.066064)
C (1.777982, 2.036117, -1.714250)
C (0.640181, 1.510711, -2.514835)
C (0.609982, 1.593179, -3.851327)
C (-0.428472, 1.078991, -4.654057)
C (-1.443898, 0.319792, -4.057652)
C (-1.417543, 0.149699, -2.665556)
C (-2.488470, -0.775976, -2.060212)
C (-0.477288, 0.853599, -1.775733)
N (-0.695134, 1.138639, -0.522056)
H (1.545921, 2.808231, -0.958220)
H (2.471998, 2.529203, -2.421246)
H (2.403200, 1.206599, -1.320568)
H (1.444616, 2.081577, -4.344854)
H (-0.409339, 1.291131, -5.704646)
H (-2.183620, -0.217422, -4.626782)
H (-3.041510, -0.327416, -1.218698)
H (-2.171911, -1.761379, -1.773459)
H (-3.256341, -0.933591, -2.835074)
C (1.536281, -2.518765, -0.868277)
As (1.041491, -1.491606, 0.801652)
C (-0.059816, -2.880176, 1.615209)
C (2.770150, -1.772408, 1.910186)
H (1.284477, -3.542859, -0.696118)
H (2.608780, -2.408295, -0.989516)
H (0.941300, -2.138845, -1.688939)
H (0.604632, -3.740079, 1.899682)
H (-0.862539, -3.088945, 0.921697)
H (-0.480728, -2.478792, 2.565485)
H (3.304138, -2.690139, 1.579696)
H (2.474845, -1.936002, 2.918369)
H (3.422943, -0.914341, 1.717432)

Atoms 1-2, force components in eV/Å:
Cu 0.51 -0.08 -0.40
N -0.40 -0.97 1.55

Net charge   0
⟨S²⟩   0.790
Orbital gap (spin up / spin down)   5.78 / 5.75 eV
Energy above the lowest of the compared OMol25 structures with the same formula, charge and spin   0.0 kJ/mol
Multiplicity   2

These are the Mulliken partial charges, in e, on atoms 1 to 5:
1 Cu -0.705
2 N -0.288
3 C -0.544
4 C -0.571
5 N -0.287

***

2.
Entry from the OMol25 dataset: a structure of composition C13H26AuNO3P2 at a distorted geometry (ωB97M-V with the def2-TZVPD basis set).

Atoms and positions in Å:
Au (0.059652, -0.224922, -0.059175)
P (-1.792031, 0.327195, 1.244898)
C (-2.839907, 1.352259, 0.162847)
C (-1.979968, 2.287486, -0.662036)
N (-0.733094, 1.891024, -0.937506)
C (0.063876, 2.643825, -1.692647)
C (-0.339630, 3.895482, -2.152515)
C (-1.622335, 4.343493, -1.845410)
C (-2.455880, 3.517295, -1.102570)
C (1.429096, 2.103827, -2.065037)
P (1.482257, 0.304370, -1.811114)
H (-3.474002, 3.783172, -0.816156)
H (0.374173, 4.449127, -2.751604)
H (-1.959366, 5.317674, -2.184762)
H (1.682694, 2.331236, -3.112331)
H (2.219613, 2.555804, -1.447201)
H (-3.402460, 0.666700, -0.494313)
H (-3.567498, 1.916237, 0.766046)
H (-1.703821, -2.373541, -2.887776)
O (-2.373100, -1.685487, -2.657268)
H (-3.249807, -2.032463, -2.921111)
H (0.064509, -3.547164, -2.091542)
O (-0.278426, -3.301897, -2.977466)
H (0.292991, -3.760138, -3.619986)
C (0.867192, -0.450318, -3.332369)
H (1.473434, -0.163600, -4.206543)
H (0.878557, -1.548456, -3.203356)
H (-0.182153, -0.171234, -3.511261)
C (3.182300, -0.179920, -1.474439)
H (3.219392, -1.266595, -1.305368)
H (3.850276, 0.071430, -2.309258)
H (3.541220, 0.328676, -0.568141)
C (-1.253694, 1.372281, 2.631414)
H (-2.102931, 1.804771, 3.175563)
H (-0.661997, 0.765632, 3.332099)
H (-0.623253, 2.193160, 2.264912)
C (-2.754059, -1.083830, 1.815001)
H (-2.093839, -1.759378, 2.380738)
H (-3.582815, -0.768799, 2.465595)
H (-3.160827, -1.633687, 0.953267)
C (1.868477, -1.988722, 1.695829)
C (0.792238, -2.019131, 0.648530)
O (0.305568, -3.009196, 0.139791)
H (2.787205, -1.550892, 1.279262)
H (2.086184, -2.998819, 2.065201)
H (1.565449, -1.355922, 2.541249)

Atoms 1-2, force components in eV/Å:
Au 0.46 -1.47 0.66
P -1.89 1.60 0.66

Net charge   +2
⟨S²⟩   2.009
Orbital gap (spin up / spin down)   6.78 / 4.00 eV
Energy above the lowest of the compared OMol25 structures with the same formula, charge and spin   62.3 kJ/mol
Multiplicity   3

These are the Mulliken partial charges, in e, on atoms 1 to 5:
1 Au 0.792
2 P 0.419
3 C -1.017
4 C 0.473
5 N -0.024

***

3.
Entry from the OMol25 dataset: the molecule C13H26BN3O4 at a distorted geometry (ωB97M-V with the def2-TZVPD basis set).

Atoms and positions in Å:
N (-1.867589, -1.185311, -2.144099)
C (-0.446629, -0.988258, -1.673694)
C (0.590623, -2.016194, -2.181016)
O (1.728769, -1.700431, -1.965536)
O (0.204679, -3.073249, -2.941287)
C (0.154258, 0.437942, -1.891526)
N (0.204970, 1.131361, -0.540908)
C (-0.219220, 2.565048, -0.537640)
C (-0.018905, 3.250223, 0.816909)
C (1.424431, 3.541300, 1.171432)
N (2.063715, 4.358327, 0.089898)
C (1.988501, 3.692016, -1.226719)
C (0.506190, 3.493833, -1.577419)
C (-0.656376, 0.320641, 0.430547)
C (-0.567725, -1.156587, -0.076977)
C (0.445868, -2.040090, 0.566933)
C (0.077300, -3.529097, 0.745938)
C (-1.118460, -3.806851, 1.676079)
B (-1.340606, -3.219778, 3.133785)
O (-0.579391, -2.055378, 3.338035)
O (-2.103283, -3.688544, 4.109683)
H (-2.088687, -2.198891, -2.116608)
H (-2.044702, -0.828498, -3.062643)
H (1.003477, -3.450796, -3.315073)
H (1.135078, 0.340447, -2.437177)
H (-0.486787, 0.967896, -2.593049)
H (-1.273955, 2.596119, -0.863666)
H (-0.516379, 2.631377, 1.579406)
H (-0.654795, 4.205383, 0.805405)
H (1.483106, 4.126337, 2.148705)
H (2.035461, 2.638669, 1.304886)
H (1.698584, 5.329832, -0.028634)
H (2.536269, 2.724487, -1.085762)
H (2.568955, 4.209088, -1.989742)
H (0.040170, 4.530970, -1.574872)
H (0.376325, 3.185478, -2.653779)
H (-1.673586, 0.662962, 0.504569)
H (-0.084232, 0.582479, 1.325742)
H (-1.541931, -1.665526, 0.128739)
H (1.476087, -2.017607, 0.084336)
H (0.619199, -1.762249, 1.563851)
H (0.961675, -4.026990, 1.040841)
H (-0.146961, -3.880248, -0.264746)
H (-2.107105, -3.602373, 1.198787)
H (-0.998298, -4.843804, 1.901591)
H (-0.679489, -1.716762, 4.185312)
H (-2.108597, -3.068705, 4.891163)

Atoms 1-2, force components in eV/Å:
N 1.10 -0.39 0.67
C -1.43 -1.16 0.98

Net charge   0
Orbital gap   8.26 eV
Energy above the lowest of the compared OMol25 structures with the same formula, charge and spin   134.7 kJ/mol
SMILES   N[C@@]1(C(=O)O)CN(C2CCNCC2)C[C@@H]1CCCB(O)O

These are the Mulliken partial charges, in e, on atoms 1 to 5:
1 N -0.741
2 C 2.266
3 C -0.495
4 O -0.559
5 O -0.482

***

4.
Entry from the OMol25 dataset: a cluster of 7 separate species, C13H26Cl10O2 in total at a distorted geometry (ωB97M-V with the def2-TZVPD basis set).

Atoms and positions in Å:
C (-1.579670, 2.352118, -3.391781)
C (-1.790859, 0.889272, -3.730586)
C (-2.036520, 0.290201, -2.331351)
O (-2.753606, 1.336013, -1.665437)
C (-2.172783, 2.575932, -2.029597)
H (-1.988506, 2.991065, -4.174531)
H (-0.517397, 2.587278, -3.325577)
H (-0.963370, 0.423854, -4.266071)
H (-2.688641, 0.621480, -4.287699)
H (-1.093990, 0.044549, -1.842079)
H (-2.619828, -0.627382, -2.408032)
H (-1.394730, 2.764353, -1.289857)
H (-2.969598, 3.318605, -2.070027)
C (2.906738, 1.520635, -2.965015)
C (2.165619, 0.905471, -1.776369)
C (1.918539, -0.436399, -2.245007)
O (1.562343, -0.195741, -3.605247)
C (2.289745, 0.884862, -4.181756)
H (3.907793, 1.090209, -2.938229)
H (2.916025, 2.609983, -2.928512)
H (1.272208, 1.505584, -1.603817)
H (2.741332, 0.875727, -0.851298)
H (1.145333, -0.808445, -1.572823)
H (2.818911, -1.043431, -2.150485)
H (1.550967, 1.508335, -4.685336)
H (3.018176, 0.450848, -4.866698)
C (-3.194649, -1.100609, 5.674084)
Cl (-4.832431, -1.034149, 5.107885)
Cl (-3.167705, -1.881707, 7.260285)
H (-2.560800, -1.657019, 4.983624)
H (-2.832160, -0.076053, 5.757598)
C (-0.267668, -2.094774, 1.522523)
Cl (-0.280457, -0.505129, 0.754905)
Cl (-1.788268, -2.436261, 2.418955)
H (-0.150187, -2.934182, 0.837187)
H (0.551639, -2.098066, 2.241434)
C (-3.042112, 1.710720, 1.642147)
Cl (-3.378535, 1.402376, 3.387585)
Cl (-1.476609, 2.565173, 1.436532)
H (-2.898735, 0.782336, 1.089287)
H (-3.804282, 2.375099, 1.234953)
C (1.077549, -1.776785, 5.752580)
Cl (0.233972, -3.327017, 5.390610)
Cl (0.450776, -0.556558, 4.560738)
H (0.810539, -1.430213, 6.750926)
H (2.148285, -1.926369, 5.613929)
C (4.655768, -2.477845, 0.017183)
Cl (4.797393, -3.194835, -1.607755)
Cl (3.025491, -2.546462, 0.698435)
H (5.417417, -2.805888, 0.724561)
H (4.861540, -1.410757, -0.066969)

Atoms 1-2, force components in eV/Å:
C 1.09 0.55 -1.22
C -0.05 -0.85 0.40

Net charge   +1
⟨S²⟩   0.754
Orbital gap (spin up / spin down)   9.81 / 3.44 eV
Multiplicity   2

These are the Mulliken partial charges, in e, on atoms 1 to 5:
1 C -0.465
2 C -0.408
3 C 0.340
4 O -0.013
5 C -0.237

***

5.
Entry from the OMol25 dataset: a structure of composition C13H26F6NO2PRb at a distorted geometry (ωB97M-V with the def2-TZVPD basis set).

Atoms and positions in Å:
Rb (20.163246, 9.696174, 6.810717)
C (22.244290, 8.941607, 8.260768)
C (21.566823, 9.630073, 9.536352)
C (22.289111, 10.964233, 9.643367)
C (21.554118, 11.929987, 10.740358)
C (20.120833, 12.239214, 10.140595)
C (19.284764, 10.948207, 9.981511)
N (20.104341, 9.802607, 9.444626)
O (19.362913, 8.755564, 8.962585)
C (18.224455, 11.566309, 8.886016)
C (18.601613, 10.620755, 11.300778)
C (21.972171, 8.794741, 10.772540)
H (23.289678, 8.645848, 8.349062)
H (21.959935, 9.422598, 7.324888)
H (21.899657, 7.918241, 8.112248)
H (22.374582, 11.245062, 8.593642)
H (23.315362, 10.893457, 10.003775)
H (22.154092, 12.832785, 10.854758)
H (21.549639, 11.519923, 11.750277)
H (20.222305, 12.771987, 9.195099)
H (19.576686, 12.936512, 10.777600)
H (17.186993, 11.387604, 9.168582)
H (18.413982, 11.302369, 7.845569)
H (18.243895, 12.651898, 8.790033)
H (17.944211, 11.439671, 11.592866)
H (19.266551, 10.334824, 12.115768)
H (18.036728, 9.705347, 11.124646)
H (21.656887, 9.193735, 11.736649)
H (23.015962, 8.488843, 10.843471)
H (21.438102, 7.845160, 10.806880)
P (20.781060, 7.063627, 6.065993)
F (19.629401, 5.830415, 6.060342)
F (20.130665, 7.535398, 7.500206)
F (21.802648, 6.030957, 6.722309)
F (21.932968, 8.209535, 6.412164)
F (21.442668, 6.581835, 4.722829)
F (19.940721, 8.226082, 5.293261)
C (19.630344, 12.952852, 4.402263)
C (20.395849, 13.530491, 5.581283)
C (20.966510, 12.327645, 6.346409)
O (20.230648, 11.250591, 5.823575)
C (20.020000, 11.468337, 4.458438)
H (19.795807, 13.499715, 3.474012)
H (18.566613, 12.952948, 4.640129)
H (19.705130, 14.167543, 6.133704)
H (21.204995, 14.192137, 5.272089)
H (20.791328, 12.311812, 7.422123)
H (22.045839, 12.181585, 6.303799)
H (19.129321, 10.958538, 4.091167)
H (20.889806, 11.179252, 3.868543)

Atoms 1-2, force components in eV/Å:
Rb -4.63 -6.81 11.09
C -0.62 0.05 3.84

Net charge   -1
Orbital gap   3.58 eV

These are the Mulliken partial charges, in e, on atoms 1 to 5:
1 Rb 0.625
2 C -2.558
3 C 1.973
4 C -0.494
5 C -1.160

***

Number 2 is which compound?
C13H26AuNO3P2

***

The highest net charge belongs to which entry?
C13H26AuNO3P2

***

Which value of net charge does entry 3 give?
0

***

Which of these has the highest net charge?
C13H26AuNO3P2